{"formula": "C13H27BN3O14S", "method": "ωB97M-V/def2-TZVPD", "symbols": ["O", "S", "O", "C", "C", "N", "O", "N", "C", "N", "C", "B", "O", "O", "H", "H", "H", "H", "H", "H", "H", "H", "H", "C", "O", "C", "O", "O", "C", "H", "H", "H", "H", "H", "H", "C", "O", "C", "O", "O", "C", "H", "H", "H", "H", "H", "H", "C", "O", "C", "O", "O", "C", "H", "H", "H", "H", "H", "H"], "xyz": [[-0.5426, -1.9306, -3.2386], [-1.7938, -1.4173, -3.9907], [-1.9503, 0.1096, -3.6297], [-3.3595, -2.2719, -3.4186], [-3.8211, -3.5592, -4.3233], [-4.7810, -3.6685, -5.5072], [-5.4166, -2.5880, -6.0395], [-4.9625, -4.9604, -6.0497], [-4.1209, -5.9366, -5.2343], [-3.4306, -5.0430, -4.2276], [-2.4193, -5.4714, -3.1542], [-0.9316, -5.3303, -3.8418], [-0.8229, -5.0958, -5.3245], [0.3695, -5.3690, -3.1153], [-1.5477, -1.4822, -5.3714], [-3.2800, -2.6444, -2.2896], [-4.2156, -1.4579, -3.4313], [-4.7047, -2.1895, -6.6551], [-3.9894, -7.0975, -5.3079], [-2.6841, -6.5405, -2.7586], [-2.6051, -4.7197, -2.2467], [-1.3662, -5.7772, -5.8213], [0.8444, -4.5261, -3.4433], [0.4123, 0.1852, -1.3884], [0.9800, 0.2157, -0.0804], [0.1740, 0.7607, 0.8656], [-0.9485, 1.2048, 0.6820], [0.8333, 0.7259, 2.0510], [0.1003, 1.2710, 3.1464], [1.1422, -0.2702, -2.0631], [-0.4961, -0.4257, -1.4008], [0.2028, 1.2000, -1.7419], [-0.8206, 0.7034, 3.3152], [-0.1217, 2.3291, 2.9741], [0.7223, 1.1915, 4.0422], [6.1454, 4.9819, -1.4539], [4.7275, 4.8803, -1.3387], [4.3023, 3.8420, -0.5755], [5.0158, 3.0291, -0.0089], [2.9458, 3.8649, -0.5519], [2.3546, 2.8213, 0.2200], [6.3722, 5.8455, -2.0850], [6.6020, 5.1435, -0.4721], [6.5588, 4.0880, -1.9321], [2.6596, 2.8966, 1.2687], [2.6165, 1.8410, -0.1913], [1.2685, 2.9367, 0.1687], [-1.0673, 4.3945, 8.0046], [0.2057, 3.9563, 8.4755], [0.6445, 2.8043, 7.9084], [0.0529, 2.1497, 7.0643], [1.8556, 2.5067, 8.4432], [2.4430, 1.3101, 7.9359], [-1.3190, 5.3227, 8.5248], [-1.0313, 4.6009, 6.9301], [-1.8393, 3.6522, 8.2319], [2.6193, 1.3932, 6.8586], [1.8113, 0.4446, 8.1605], [3.4072, 1.1702, 8.4324]], "forces_ev_per_a": [[-4.5, -0.2, -3.1], [4.9, 5.8, 5.1], [-0.7, -5.9, -2.1], [-2.4, -1.6, -0.2], [-1.7, -4.9, -3.3], [3.7, -2.7, 3.6], [2.0, -0.1, -1.0], [3.1, -1.2, 3.7], [-0.9, 7.4, 0.4], [-2.3, 1.8, -1.1], [-0.7, 0.2, 0.9], [3.6, 0.3, -1.2], [-1.3, -1.8, 2.8], [-3.5, 2.4, -2.2], [-0.8, -0.6, 0.8], [0.4, 0.9, -2.5], [1.7, -1.6, -0.3], [-1.7, -0.6, 0.9], [-0.5, 2.6, 0.0], [0.4, 2.0, -0.8], [0.7, -1.8, -1.9], [0.8, 1.4, 0.7], [-0.6, -2.0, 0.6], [-0.2, 0.0, -0.3], [-0.6, 0.2, 0.9], [-0.4, 0.0, 0.2], [1.5, -0.6, 0.2], [-0.4, -0.1, -1.3], [-0.3, 0.2, 0.6], [0.0, 0.0, 0.4], [0.2, 0.4, 0.1], [-0.1, -0.2, 0.1], [0.1, 0.2, -0.1], [-0.1, -0.2, 0.0], [0.0, -0.1, -0.3], [0.5, 0.1, -0.1], [-0.6, -0.8, 0.6], [0.3, -0.3, 0.2], [-1.1, 1.2, -0.8], [1.0, 0.2, -0.2], [0.0, -0.4, 0.2], [-0.4, -0.1, 0.1], [-0.1, -0.2, -0.2], [-0.1, 0.1, 0.2], [0.1, -0.1, -0.2], [0.1, 0.3, 0.3], [0.2, 0.3, -0.2], [-0.5, 0.2, -0.1], [0.5, -1.0, -0.4], [-0.1, -0.1, -0.1], [0.8, 0.9, 1.1], [-1.0, 0.4, -0.4], [0.2, -0.4, -0.1], [0.3, -0.2, 0.0], [0.0, -0.2, 0.2], [0.2, 0.1, -0.2], [-0.2, -0.1, 0.2], [0.0, 0.2, -0.2], [-0.3, 0.3, 0.0]], "lowdin_charge": [-0.3946, 0.8293, -0.3847, -0.1471, 0.0271, -0.1778, 0.0729, 0.1526, 0.0903, -0.0624, -0.0074, -0.3871, 0.0313, 0.0583, 0.1147, 0.1562, 0.1499, 0.1863, 0.1769, 0.1565, 0.1504, 0.1044, 0.1367, -0.0644, -0.0375, -0.5946, 0.1088, -0.0155, -0.0388, 0.0955, 0.0654, 0.1047, 0.1012, 0.1023, 0.0923, -0.0520, -0.0112, -0.5570, 0.1114, 0.0005, -0.0441, 0.0946, 0.0995, 0.0981, 0.1088, 0.0986, 0.0977, -0.0515, -0.0070, -0.5587, 0.0967, -0.0068, -0.0507, 0.0958, 0.0974, 0.0985, 0.0945, 0.0986, 0.0961], "charge": 1, "energy_ha": -2151.7168, "fmax_ev_per_a": 9.15, "homo_ev": -11.99}